1:
The following is a DFT calculation (ωB97M-V with the def2-TZVPD basis set) of 2 unconnected molecules or ions with the total composition C3H7OS.

Each line ends with the Löwdin charge.
Geometry (Å):
O  1.35113  1.96948  -2.29850  -0.064
C  1.65233  1.81893  -1.14158  -0.300
H  2.35639  1.03174  -0.83586  0.050
H  1.26136  2.48309  -0.35547  0.043
C  -0.88838  -2.50222  1.02467  -0.260
C  -1.29617  -1.06189  1.31267  -0.827
S  -0.30564  0.14997  0.36582  0.194
H  0.11995  -2.71505  1.37657  0.044
H  -0.92248  -2.66597  -0.05430  0.041
H  -1.57170  -3.23054  1.48499  0.043
H  -1.16157  -0.85260  2.37730  0.017
H  -2.34916  -0.92385  1.06287  0.018

Results
HOMO level, Eh: -0.08984
Charge: -1
LUMO, eV: 4.19
Frontier orbital gap, Eh: 0.2439

***

2:
The following is a DFT calculation (ωB97M-V with the def2-TZVPD basis set) of a molecular structure, C3H7OS.

Each line ends with the Löwdin charge.
Geometry (Å):
C  1.87720  1.50276  1.07111  -0.638
S  0.75769  0.63534  -0.07998  0.433
H  2.59434  2.06080  0.44724  -0.019
H  1.46334  2.13273  1.85967  -0.012
H  2.45676  0.69994  1.57286  -0.014
O  -1.01392  -1.79103  0.58193  -0.125
C  -0.77011  -1.14064  -0.43899  -0.660
C  -1.82803  -0.22890  -1.05032  -0.180
H  0.00012  -1.52435  -1.14224  0.058
H  -2.65459  -0.83160  -1.46227  0.064
H  -1.35178  0.36370  -1.85146  0.038
H  -2.19420  0.46232  -0.29030  0.055

Results
HOMO level, Eh: -0.09414
Charge: -1
LUMO, eV: 4.20
Frontier orbital gap, Eh: 0.2483

***

Pick 1: it beats the second-best structure by 0.0093 hartree.

***

1:
The following is a DFT calculation (ωB97M-V with the def2-TZVPD basis set) of 11 unconnected molecules or ions with the total composition C5H32N2O11.

Each line ends with the Löwdin charge.
Geometry (Å):
N  0.90096  2.99053  -1.18574  0.037
C  0.47217  2.16030  -0.09706  -0.169
C  -0.46243  1.11131  -0.77979  -0.380
N  -0.20327  -0.24505  -1.07780  -0.134
C  0.64252  -1.09906  -0.24058  -0.205
C  -0.13528  -2.39192  0.12141  -0.080
C  -0.37135  -0.63859  -2.47631  -0.054
O  -1.41832  1.58215  -1.37115  0.014
H  1.63034  2.81292  -1.87153  0.074
H  0.15166  3.21153  -1.74013  0.034
H  -0.17614  2.59262  0.68716  0.073
H  1.30637  1.62140  0.49230  0.124
H  0.99947  -0.51789  0.71382  0.124
H  1.64881  -1.33857  -0.78834  0.111
H  -0.08960  -3.03917  -0.74756  0.050
H  0.24057  -2.87638  0.99884  0.064
H  -1.28749  -2.49049  0.28466  0.091
H  -0.01053  -1.71331  -2.55174  0.100
H  -1.43960  -0.56192  -2.70071  0.045
H  -0.02713  -0.02867  -3.41660  0.128
H  -2.54021  -1.12884  -0.70793  -0.019
H  -2.45271  -0.74550  0.75253  0.056
O  -3.08267  -0.93486  0.00703  -0.031
H  3.41760  -0.19098  1.92832  -0.047
H  2.53721  0.64168  2.94600  0.047
O  2.75436  -0.21756  2.55289  -0.031
H  3.16710  1.36209  -1.55745  -0.020
H  4.42774  1.43811  -1.11310  -0.020
O  3.87854  0.84026  -1.40400  0.080
H  4.51786  -1.82533  0.23339  0.040
H  4.47745  -0.55256  -0.25212  -0.018
O  5.02159  -0.99361  0.41903  -0.078
H  -2.89427  1.94590  0.35898  0.056
H  -3.90218  1.09992  -0.42700  -0.039
O  -3.86617  1.95270  -0.01058  -0.090
H  -3.30605  -1.69710  2.29024  -0.016
H  -2.88309  -3.04907  2.83816  0.009
O  -2.67146  -2.17134  2.73711  0.023
H  -2.17114  3.68197  1.83236  0.086
H  -1.67688  2.50756  2.63267  0.001
O  -1.50136  2.97700  1.85072  -0.035
H  -2.67826  0.94610  -3.04149  0.090
H  -3.43688  0.70590  -1.74732  -0.042
O  -3.50492  0.43327  -2.66897  -0.106
H  -0.30083  0.45487  4.35235  0.016
H  -1.31325  0.28255  3.25212  0.057
O  -0.49780  0.78058  3.50851  -0.031
H  2.16401  -2.77973  -1.57501  -0.001
H  2.90570  -3.90012  -0.97413  0.046
O  3.03924  -3.00562  -1.26645  -0.032

Results
HOMO level, Eh: -0.33266
LUMO, eV: 0.09
Frontier orbital gap, Eh: 0.3361

***

2:
The following is a DFT calculation (ωB97M-V with the def2-TZVPD basis set) of 11 unconnected molecules or ions with the total composition C5H32N2O11.

Each line ends with the Löwdin charge.
Geometry (Å):
C  0.01852  1.69442  2.41696  -0.171
O  0.17842  0.31517  2.75215  -0.165
C  -0.88732  1.75924  1.11421  -0.300
C  -1.02683  0.40864  0.29921  -0.102
C  -2.45833  0.32083  -0.32773  -0.227
C  -3.06003  -1.55145  -1.61591  -0.028
N  -2.72267  -1.07077  -0.48848  -0.049
N  -0.32338  2.88823  0.31262  0.073
H  1.06486  1.90026  2.07396  0.092
H  -0.39935  2.18416  3.31022  0.124
H  -0.68968  -0.13397  3.02599  0.080
H  -1.85896  2.00159  1.64754  0.134
H  -0.93287  -0.46099  0.95770  0.083
H  -0.18703  0.49694  -0.36678  0.106
H  -3.02513  0.89426  0.50408  0.142
H  -2.65187  0.90549  -1.14883  0.050
H  -3.11864  -1.10162  -2.63971  0.094
H  -3.09214  -2.66680  -1.55715  0.074
H  -0.28808  2.67292  -0.62969  0.006
H  -0.74478  3.73884  0.47770  0.058
H  1.88233  -0.59490  2.14046  0.026
H  2.73057  -0.55629  0.77172  0.023
O  2.74457  -0.82101  1.71410  -0.075
H  3.68055  0.69684  -1.46413  -0.031
H  3.77619  2.22110  -1.18694  0.024
O  3.66544  1.53585  -1.86702  -0.066
H  1.38743  -2.74261  2.00417  0.018
H  1.87276  -2.66249  0.59610  0.041
O  1.13797  -3.04917  1.14938  -0.060
H  2.01236  -1.72849  -1.20155  0.006
H  2.88083  -1.84147  -2.35146  0.099
O  2.83212  -1.27115  -1.49729  -0.092
H  -2.58924  2.70497  -2.55012  0.065
H  -1.02477  2.14587  -2.53297  -0.029
O  -1.65627  2.78799  -2.26876  -0.066
H  0.13056  -3.39483  -1.31420  0.021
H  1.19839  -3.67323  -2.53386  0.033
O  0.66041  -3.10339  -2.03431  -0.008
H  1.34298  1.74980  -3.90789  0.111
H  1.60949  2.16538  -2.56612  0.036
O  0.82911  1.74194  -3.00955  -0.110
H  -0.98535  -3.76618  0.75206  -0.010
H  -2.34859  -3.07931  1.17566  -0.017
O  -1.69533  -3.72697  1.37587  -0.036
H  1.85868  2.77307  0.24930  -0.052
H  2.71150  2.15323  1.31569  0.059
O  2.66923  2.40632  0.37240  -0.028
H  -2.18216  -1.96012  3.38614  0.079
H  -2.58584  -1.26381  2.11423  0.035
O  -2.34063  -1.04231  3.05083  -0.068

Results
HOMO level, Eh: -0.33170
LUMO, eV: 0.13
Frontier orbital gap, Eh: 0.3363

***

Pick 2: it beats the second-best structure by 0.0303 hartree.

***

1:
The following is a DFT calculation (ωB97M-V with the def2-TZVPD basis set) of 2 unconnected molecules or ions with the total composition CH6N2O2.

Each line ends with the Löwdin charge.
Geometry (Å):
N  1.56849  -0.04864  0.11874  0.142
C  1.21243  -0.19420  -1.21364  -0.666
N  0.09902  -1.00944  -1.43011  0.133
O  1.86868  0.31424  -2.09791  0.033
H  0.93894  -0.32027  0.85893  0.091
H  2.38032  0.51652  0.24044  0.092
H  -0.05600  -0.99429  -2.41300  0.085
H  -0.65780  -0.81505  -0.79077  0.087
H  -2.66060  0.15847  2.59280  0.024
H  -2.57155  1.63332  2.05630  0.054
O  -2.12194  0.75935  2.07823  -0.075

Results
HOMO level, Eh: -0.36027
LUMO, eV: 0.54
Frontier orbital gap, Eh: 0.3802

***

2:
The following is a DFT calculation (ωB97M-V with the def2-TZVPD basis set) of a single CH6N2O2 molecule.

Each line ends with the Löwdin charge.
Geometry (Å):
C  0.41393  -0.54678  -0.20697  -0.237
N  0.09112  0.45959  0.76671  -0.144
N  0.81796  1.66316  0.65176  -0.025
O  -0.63756  -1.54392  -0.16906  -0.159
O  -1.83269  -1.10910  -0.82432  -0.038
H  -2.46660  -1.78344  -0.54732  0.101
H  -0.90880  0.66912  0.68417  0.112
H  0.95868  1.93930  -0.32474  0.068
H  1.72816  1.52356  1.08171  0.070
H  1.28497  -1.12304  0.12149  0.128
H  0.55082  -0.14845  -1.23342  0.125

Results
HOMO level, Eh: -0.34716
LUMO, eV: 0.91
Frontier orbital gap, Eh: 0.3806

***

Pick 1: it beats the second-best structure by 0.1831 hartree.

***

1:
The following is a DFT calculation (ωB97M-V with the def2-TZVPD basis set) of a molecular structure, C4H12N2O.

Each line ends with the Löwdin charge.
Geometry (Å):
C  -0.75563  -0.66216  -0.75850  -0.224
O  -0.22459  -0.87050  0.52789  0.116
C  -0.37767  -1.75245  -1.75470  -0.226
C  1.09930  -1.73592  -2.14263  -0.090
H  -0.33689  0.26332  -1.19731  0.166
H  -1.85390  -0.63372  -0.68800  0.159
H  -0.98354  -1.56136  -2.64246  0.124
H  -0.66601  -2.71512  -1.32874  0.122
H  1.27671  -2.47967  -2.91911  0.083
H  1.75416  -1.95970  -1.30018  0.080
H  1.38887  -0.76922  -2.56303  0.080
N  0.47244  2.85447  2.59178  0.145
C  -0.03032  2.03127  1.65774  -0.231
N  -0.93396  1.11785  1.84145  0.116
H  0.25767  2.69705  3.56718  0.124
H  1.46561  3.03936  2.52397  0.126
H  0.47486  1.96936  0.69685  0.142
H  -0.78888  0.08441  1.07506  0.069
H  -1.23821  1.08274  2.81273  0.119

Results
HOMO level (spin up / spin down), Eh: -0.55072 / -0.54974
2S+1: 2
Charge: +1
LUMO (spin up / spin down), eV: -3.11 / -7.57
Frontier orbital gap (spin up / spin down), Eh: 0.4365 / 0.2715

***

2:
The following is a DFT calculation (ωB97M-V with the def2-TZVPD basis set) of 2 unconnected molecules or ions with the total composition C4H12N2O.

Each line ends with the Löwdin charge.
Geometry (Å):
C  -1.64893  0.36073  1.07655  -0.212
C  -0.45724  0.11630  1.96667  -0.195
C  0.61060  -0.69457  1.29914  -0.168
C  1.87091  -0.27438  -0.71236  0.057
N  1.10853  0.15171  0.18507  0.078
N  -1.25100  1.46419  0.20207  0.160
H  -2.62688  0.50032  1.54377  0.139
H  -1.86184  -0.44355  0.36116  0.128
H  -0.23279  1.10238  2.37518  0.130
H  -0.79356  -0.52788  2.79370  0.132
H  0.20607  -1.60834  0.87544  0.134
H  1.40455  -0.87055  2.02539  0.143
H  1.98142  -0.12294  -1.79538  0.091
H  2.45006  -1.18896  -0.49615  0.121
H  -1.34042  2.46083  0.40279  0.132
H  -1.43614  1.37944  -0.79466  0.114
H  0.32934  -0.38806  -3.07177  0.009
H  0.85518  -1.11959  -4.35595  0.045
O  0.83214  -0.29707  -3.88067  -0.037

Results
HOMO level (spin up / spin down), Eh: -0.53641 / -0.51348
2S+1: 2
Charge: +1
LUMO (spin up / spin down), eV: -3.85 / -7.32
Frontier orbital gap (spin up / spin down), Eh: 0.3949 / 0.2446

***

3:
The following is a DFT calculation (ωB97M-V with the def2-TZVPD basis set) of 2 unconnected molecules or ions with the total composition C4H12N2O.

Each line ends with the Löwdin charge.
Geometry (Å):
C  2.44439  0.65805  -1.73644  -0.289
O  1.52348  -0.10657  -2.54800  -0.100
C  2.24224  0.55812  -0.23310  -0.104
H  2.32733  1.69575  -2.05818  0.111
H  3.42553  0.26476  -1.99109  0.113
H  3.08699  1.07395  0.22764  0.080
H  2.13224  -0.45385  0.15978  0.071
H  1.34509  1.10201  0.08070  0.048
C  -1.27472  -0.10300  0.10184  -0.248
C  -1.46536  -0.63196  1.42581  0.012
N  -2.76840  -0.30184  2.02813  0.201
N  -0.97200  -0.77098  -0.93971  0.168
H  -1.51045  0.96001  -0.04388  0.132
H  -0.81022  -1.26047  2.00822  0.137
H  -2.93992  -0.41682  3.03267  0.186
H  -3.05048  0.66701  1.81369  0.183
H  -3.41047  -0.94740  1.54015  0.190
H  -0.99962  -1.78150  -0.77712  0.097
H  0.67433  -0.20526  -2.09111  0.014

Results
HOMO level (spin up / spin down), Eh: -0.45479 / -0.45456
2S+1: 2
Charge: +1
LUMO (spin up / spin down), eV: -4.50 / -6.42
Frontier orbital gap (spin up / spin down), Eh: 0.2894 / 0.2185

***

Pick 1: it beats the second-best structure by 0.0320 hartree.